{
  "formula": "C14H16",
  "method": "the ωB97M-V functional and the def2-TZVPD basis",
  "homo_energy_ev": [1.130, -3.427],
  "charge": -1,
  "spin_multiplicity": 2,
  "e_above_lowest_kj_mol": 249.7,
  "e_tot_ev": -14773.7728,
  "max_force_ev_per_a": 4.2,
  "lumo_ev": [3.41, 3.31],
  "elements": ["C", "C", "C", "C", "C", "C", "C", "C", "C", "C", "C", "C", "C", "C", "H", "H", "H", "H", "H", "H", "H", "H", "H", "H", "H", "H", "H", "H", "H", "H"],
  "coordinates": [[0.546, 1.492, -1.016], [1.524, -1.709, 2.198], [-1.992, -1.485, 0.471], [-0.706, -1.963, 0.733], [1.653, 1.547, -2.027], [-2.467, -0.458, 1.254], [0.791, 1.860, 0.358], [0.356, 0.358, -3.636], [-0.495, -0.562, 2.741], [1.617, 0.950, -3.320], [-0.612, 1.013, -1.491], [-1.729, 0.032, 2.384], [-0.703, 0.480, -2.806], [0.052, -1.464, 1.769], [0.879, 0.838, 0.817], [-2.526, -1.972, -0.283], [-3.391, -0.078, 0.973], [1.883, -0.935, 2.902], [-1.538, 0.958, -0.829], [1.716, 2.524, 0.456], [-0.434, -2.876, 0.038], [1.712, -2.662, 2.658], [2.309, -1.849, 1.408], [0.265, 2.592, 0.908], [-2.192, 0.744, 3.071], [2.605, 2.004, -1.832], [-1.780, 0.298, -3.087], [0.238, -0.104, -4.640], [-0.091, -0.226, 3.705], [2.513, 0.654, -3.873]],
  "forces_ev_per_angstrom": [[1.49, 0.82, -3.79], [0.88, -0.81, -1.36], [1.68, 0.23, 1.85], [0.19, -2.18, -1.65], [0.20, 0.21, 1.05], [1.66, 0.12, 1.19], [3.08, -0.04, 1.28], [2.72, 0.43, -2.28], [-2.72, 0.88, -2.01], [-2.58, -1.62, 0.55], [-1.65, -0.17, 1.19], [-0.32, -1.49, -0.26], [-3.74, -0.16, 0.67], [2.10, 0.74, 2.83], [0.26, 1.49, 0.73], [-0.99, -0.23, -1.13], [-1.64, 1.00, -0.03], [-0.31, -0.31, -0.56], [1.33, 0.12, -0.82], [0.03, -1.66, -0.44], [0.27, 2.14, 1.58], [-0.58, -0.68, 0.83], [-0.96, 0.90, -0.02], [-2.40, 0.08, 0.45], [0.10, -0.04, -0.39], [0.27, 0.35, 0.92], [1.32, -0.22, -0.29], [-0.01, 0.13, 0.69], [0.53, -0.45, -0.79], [-0.20, 0.43, 0.03]],
  "mulliken_spin": [-0.081, 0.134, 0.052, 0.000, 0.435, -0.037, -0.118, -0.065, 0.054, 0.077, -0.008, -0.014, 0.333, -0.086, 0.137, 0.011, 0.003, 0.013, 0.005, 0.035, 0.018, -0.027, -0.023, -0.011, -0.002, 0.043, 0.054, 0.027, 0.034, 0.006]
}

=====

{
  "formula": "C14H16",
  "method": "the ωB97M-V functional and the def2-TZVPD basis",
  "homo_energy_ev": -8.794,
  "e_above_lowest_kj_mol": 110.1,
  "smiles": "Cc1ccccc1.Cc1ccccc1",
  "e_tot_ev": -14776.6240,
  "max_force_ev_per_a": 3.0,
  "lumo_ev": 0.94,
  "elements": ["C", "C", "C", "C", "C", "C", "C", "C", "C", "C", "C", "C", "C", "C", "H", "H", "H", "H", "H", "H", "H", "H", "H", "H", "H", "H", "H", "H", "H", "H"],
  "coordinates": [[0.239, 2.166, 0.018], [1.337, -1.865, 0.398], [0.895, -2.023, 2.744], [1.659, -0.883, -0.742], [-1.214, 2.829, -1.798], [-2.064, 1.774, -1.496], [-1.598, 3.813, -2.818], [1.468, -1.323, 1.706], [-0.637, 1.146, 0.333], [-1.751, 0.901, -0.483], [0.826, -3.133, 0.187], [0.431, -3.878, 1.323], [-0.063, 3.028, -1.047], [0.476, -3.354, 2.597], [-0.691, 4.001, -3.447], [0.771, -1.569, 3.733], [-0.515, 0.653, 1.297], [0.798, -3.693, -0.731], [0.543, 3.859, -1.391], [-1.842, 4.803, -2.414], [1.864, -0.324, 1.698], [-2.502, 0.240, -0.066], [-2.277, 3.546, -3.629], [1.714, -1.535, -1.606], [-0.034, -4.854, 1.163], [-2.991, 1.629, -2.043], [0.064, -3.856, 3.469], [1.209, 2.311, 0.485], [2.556, -0.341, -0.478], [0.901, -0.075, -0.706]],
  "forces_ev_per_angstrom": [[0.41, 1.05, -1.15], [0.46, 1.33, -0.12], [0.59, 0.04, 1.23], [-0.63, -0.98, 1.47], [-0.78, -0.41, 0.56], [-0.03, -0.37, -0.43], [1.59, 1.45, -2.15], [-1.23, -1.15, -1.59], [-0.40, 0.20, 0.36], [-0.04, 0.54, 2.03], [0.17, -0.63, 1.79], [-0.32, -0.34, -0.48], [-0.22, -0.68, -0.22], [-0.51, 0.97, -0.22], [-0.31, 0.14, 0.53], [0.35, -0.09, -0.27], [0.06, -0.41, -0.50], [-0.10, 0.56, -0.60], [0.39, -0.11, 0.50], [-0.25, -0.32, 0.03], [-0.01, 0.29, 0.76], [0.08, -0.41, -0.50], [-0.61, -0.39, 0.69], [0.12, 0.87, -0.71], [0.39, 0.12, 0.07], [0.13, 0.13, -0.05], [0.11, -0.13, -0.30], [-0.33, -0.08, 0.49], [0.72, -0.19, -0.41], [0.19, -0.99, -0.83]],
  "lowdin_charge": [-0.098, -0.264, -0.098, -0.036, -0.309, -0.052, -0.075, -0.066, -0.131, -0.076, -0.050, -0.098, -0.039, -0.105, 0.090, 0.103, 0.104, 0.101, 0.112, 0.089, 0.100, 0.107, 0.078, 0.076, 0.101, 0.114, 0.099, 0.106, 0.073, 0.045]
}

=====

{
  "formula": "C14H16",
  "method": "the ωB97M-V functional and the def2-TZVPD basis",
  "homo_energy_ev": -8.819,
  "e_above_lowest_kj_mol": 131.6,
  "smiles": "Cc1ccccc1.Cc1ccccc1",
  "e_tot_ev": -14776.4020,
  "max_force_ev_per_a": 3.0,
  "lumo_ev": 0.92,
  "elements": ["C", "C", "C", "C", "C", "C", "C", "C", "C", "C", "C", "C", "C", "C", "H", "H", "H", "H", "H", "H", "H", "H", "H", "H", "H", "H", "H", "H", "H", "H"],
  "coordinates": [[-2.307, -2.066, -0.913], [0.711, 2.828, -0.472], [-1.608, -0.613, 1.408], [-2.905, -1.099, 1.237], [3.059, -0.674, -1.104], [1.427, 0.914, -2.047], [2.211, -0.235, -2.129], [-0.969, -1.772, -0.601], [2.134, 1.051, 0.312], [-3.215, -1.863, 0.136], [2.970, -0.046, 0.138], [-0.625, -1.141, 0.561], [1.438, 1.545, -0.804], [-1.375, 0.361, 2.482], [-0.368, 0.786, 2.584], [3.751, -1.507, -1.245], [-4.171, -2.353, -0.060], [-2.592, -2.775, -1.674], [-3.744, -0.672, 1.835], [2.439, -0.731, -3.118], [-0.319, -2.072, -1.415], [-0.294, 2.847, -0.888], [-1.604, -0.018, 3.509], [1.123, 3.725, -0.944], [1.894, 1.446, 1.291], [0.737, 1.110, -2.863], [0.616, 2.982, 0.615], [3.349, -0.503, 1.024], [0.331, -0.632, 0.711], [-2.093, 1.178, 2.438]],
  "forces_ev_per_angstrom": [[0.55, -0.86, 2.80], [-1.00, 0.29, -0.65], [-0.80, -1.66, -0.47], [-0.96, 1.18, 0.19], [-0.49, 0.50, 0.28], [0.21, -1.15, 1.04], [2.12, -0.70, -1.66], [-1.04, -0.88, -2.13], [0.20, -0.97, -1.48], [-0.48, -0.62, -1.76], [-0.94, -0.14, 0.08], [0.48, 2.64, 0.61], [-0.48, 1.48, 1.10], [0.21, 0.72, 2.18], [-0.17, -0.18, -0.47], [-0.38, 0.18, -0.05], [-0.20, 0.61, 0.61], [0.16, 0.38, -0.54], [0.80, -0.72, -0.11], [-0.97, 0.51, 1.03], [0.84, 0.27, 0.52], [-0.36, -0.31, 0.07], [0.24, -0.30, -0.75], [0.55, -0.17, 0.26], [0.40, 0.16, -0.06], [0.25, 0.60, 0.18], [0.18, 0.01, -0.48], [0.82, -0.21, 0.36], [0.19, -0.97, -0.27], [0.08, 0.28, -0.44]],
  "lowdin_charge": [-0.084, -0.059, -0.288, -0.069, -0.094, -0.044, -0.109, -0.091, -0.086, -0.106, -0.096, -0.041, -0.276, -0.065, 0.071, 0.101, 0.101, 0.095, 0.125, 0.118, 0.097, 0.072, 0.095, 0.080, 0.102, 0.115, 0.074, 0.095, 0.089, 0.080]
}

=====

{
  "formula": "C14H16",
  "method": "the ωB97M-V functional and the def2-TZVPD basis",
  "homo_energy_ev": -9.010,
  "e_above_lowest_kj_mol": 35.7,
  "smiles": "Cc1ccccc1.Cc1ccccc1",
  "e_tot_ev": -14777.3954,
  "max_force_ev_per_a": 1.3,
  "lumo_ev": 0.95,
  "elements": ["C", "C", "C", "C", "C", "C", "C", "C", "C", "C", "C", "C", "C", "C", "H", "H", "H", "H", "H", "H", "H", "H", "H", "H", "H", "H", "H", "H", "H", "H"],
  "coordinates": [[0.171, -2.775, -1.076], [-0.972, -3.536, -0.992], [1.817, 2.487, 1.592], [-2.499, -2.293, 2.236], [-0.175, 1.830, -1.552], [-1.853, -3.395, 0.075], [0.370, -1.740, -0.161], [0.192, 1.905, -0.227], [-0.530, -1.545, 0.871], [0.515, 2.553, -2.520], [2.037, 3.282, -0.808], [1.335, 2.605, 0.172], [-1.633, -2.396, 1.010], [1.658, 3.222, -2.150], [2.333, 3.671, -2.863], [-3.554, -2.216, 1.988], [0.139, 2.510, -3.534], [1.476, 3.315, 2.219], [0.925, -2.870, -1.842], [-2.175, -1.484, 2.890], [2.895, 2.392, 1.692], [-2.438, -3.192, 2.850], [-0.439, 1.428, 0.517], [-0.361, -0.880, 1.715], [-1.088, -4.376, -1.669], [-2.643, -4.108, 0.260], [2.898, 3.888, -0.533], [1.416, 1.566, 2.013], [-1.001, 1.195, -1.840], [1.183, -1.044, -0.331]],
  "forces_ev_per_angstrom": [[0.10, 1.26, 0.22], [0.12, -1.21, 0.13], [-0.33, 0.01, 0.24], [0.04, -0.30, 0.21], [-0.27, 0.37, -0.12], [0.38, 0.29, -0.05], [-0.14, 0.25, -0.31], [0.06, -0.05, 0.33], [-0.37, -0.73, 0.52], [-0.21, -0.77, -0.09], [0.30, 0.15, -0.19], [-0.17, -0.33, -0.06], [0.24, 0.12, 0.41], [0.39, 0.42, 0.44], [-0.25, 0.28, -0.27], [-0.13, 0.36, -0.05], [0.35, 0.05, -0.13], [0.08, -0.01, -0.02], [-0.17, -0.36, -0.29], [-0.23, 0.19, -0.16], [0.13, 0.25, -0.24], [0.19, -0.21, -0.06], [0.26, -0.22, -0.01], [0.17, 0.37, -0.46], [-0.17, 0.13, -0.09], [-0.22, -0.02, -0.29], [0.05, -0.30, -0.04], [-0.15, 0.00, 0.15], [-0.23, 0.13, 0.00], [0.18, -0.14, 0.29]],
  "lowdin_charge": [-0.096, -0.093, -0.050, -0.057, -0.092, -0.055, -0.090, -0.071, -0.064, -0.098, -0.058, -0.280, -0.284, -0.092, 0.099, 0.077, 0.100, 0.082, 0.099, 0.072, 0.077, 0.080, 0.102, 0.101, 0.101, 0.111, 0.112, 0.065, 0.104, 0.100]
}

=====

{
  "formula": "C14H16",
  "method": "the ωB97M-V functional and the def2-TZVPD basis",
  "homo_energy_ev": -8.885,
  "e_above_lowest_kj_mol": 96.9,
  "smiles": "Cc1ccccc1.Cc1ccccc1",
  "e_tot_ev": -14776.7615,
  "max_force_ev_per_a": 2.4,
  "lumo_ev": 0.91,
  "elements": ["C", "C", "C", "C", "C", "C", "C", "C", "C", "C", "C", "C", "C", "C", "H", "H", "H", "H", "H", "H", "H", "H", "H", "H", "H", "H", "H", "H", "H", "H"],
  "coordinates": [[1.070, 1.392, 2.647], [0.067, -2.166, -1.086], [-0.011, -3.484, -1.513], [-1.264, -4.006, -1.827], [0.048, 3.463, 1.045], [-2.357, -3.138, -1.898], [-1.066, -1.379, -0.948], [1.455, 2.674, -0.939], [1.384, -1.442, -0.832], [0.979, 2.565, 0.488], [1.429, 1.542, 1.278], [-2.278, -1.826, -1.530], [-0.355, 3.304, 2.347], [0.169, 2.286, 3.171], [-0.948, 4.077, 2.821], [-0.476, 4.177, 0.420], [1.567, 0.555, 3.114], [2.102, 0.806, 0.863], [-3.317, -3.520, -2.236], [0.868, -4.053, -1.767], [2.188, -2.119, -1.127], [-0.412, 2.098, 4.068], [1.403, -1.294, 0.251], [1.503, -0.484, -1.321], [2.082, 1.846, -1.248], [-1.166, -0.428, -0.437], [1.932, 3.609, -1.240], [0.567, 2.696, -1.591], [-1.462, -5.008, -2.180], [-3.062, -1.096, -1.670]],
  "forces_ev_per_angstrom": [[0.39, 0.13, -1.91], [0.75, 1.48, 0.13], [-0.76, -0.02, -0.63], [-0.50, 0.74, -0.36], [-0.03, -0.50, -0.47], [-0.72, -1.03, -0.32], [-2.10, -0.61, -0.94], [-1.15, 0.39, -0.69], [-0.24, -1.52, 0.77], [-0.10, 0.49, -0.28], [0.43, -0.28, 1.30], [1.52, 0.84, 1.14], [0.80, 0.20, 0.72], [-1.25, -0.13, -0.30], [-0.51, -0.27, -0.17], [0.39, 0.29, 0.01], [-0.47, -0.02, 0.67], [0.19, 0.06, -0.08], [0.18, -0.06, -0.12], [0.31, -0.11, 0.39], [0.25, 0.27, 0.14], [0.78, 0.15, 0.49], [0.48, 0.17, -0.07], [-0.26, 0.07, -0.23], [0.10, -0.10, 0.09], [0.94, 0.23, -0.26], [0.31, 0.01, 0.63], [0.12, -0.37, 0.03], [0.50, -0.19, 0.15], [-0.36, -0.30, 0.22]],
  "lowdin_charge": [-0.072, -0.280, -0.054, -0.082, -0.055, -0.121, -0.046, -0.053, -0.045, -0.281, -0.070, -0.086, -0.096, -0.099, 0.100, 0.111, 0.099, 0.088, 0.100, 0.105, 0.075, 0.100, 0.072, 0.060, 0.060, 0.110, 0.079, 0.083, 0.098, 0.100]
}

=====

{
  "formula": "C14H16",
  "method": "the ωB97M-V functional and the def2-TZVPD basis",
  "homo_energy_ev": -8.283,
  "e_above_lowest_kj_mol": 357.5,
  "smiles": "Cc1ccccc1.Cc1ccccc1",
  "e_tot_ev": -14774.0602,
  "max_force_ev_per_a": 5.1,
  "lumo_ev": 0.82,
  "elements": ["C", "C", "C", "C", "C", "C", "C", "C", "C", "C", "C", "C", "C", "C", "H", "H", "H", "H", "H", "H", "H", "H", "H", "H", "H", "H", "H", "H", "H", "H"],
  "coordinates": [[1.328, 1.192, -0.808], [2.307, 0.284, -1.164], [-0.369, 0.017, 2.642], [0.165, -2.271, 3.805], [2.776, 0.343, -2.472], [-0.532, -1.413, 2.761], [-0.413, 1.064, -3.926], [1.924, 0.834, -3.465], [-1.630, -2.139, 2.269], [-1.403, 0.643, 1.964], [0.613, 1.931, -1.693], [0.721, 1.389, -3.071], [-2.727, -1.388, 1.719], [-2.554, -0.007, 1.441], [-0.366, -3.290, 3.766], [2.753, -0.368, -0.458], [-0.454, -1.868, 4.698], [-3.175, 0.532, 0.770], [-1.146, 1.601, 1.490], [-1.662, -3.155, 2.466], [-0.068, 2.760, -1.654], [1.197, 1.288, 0.276], [1.236, -2.301, 3.681], [-1.263, 1.870, -3.920], [2.075, 0.617, -4.483], [3.693, -0.246, -2.649], [0.545, 0.342, 3.147], [-0.208, 0.934, -4.994], [-0.875, 0.306, -3.311], [-3.527, -1.890, 1.172]],
  "forces_ev_per_angstrom": [[-0.28, 0.61, 2.52], [0.65, 0.72, -1.71], [-0.91, -3.73, 0.27], [-3.00, -0.25, 0.36], [0.45, -1.59, 0.77], [-0.94, -0.39, 0.63], [-3.03, 3.35, -0.18], [-0.11, 0.12, 1.74], [-1.48, 4.77, -0.82], [0.70, 0.87, -1.87], [-0.21, -1.76, -4.10], [1.76, 1.18, 1.34], [1.59, 0.09, -1.51], [1.89, -1.60, 1.86], [1.68, 1.09, -0.15], [0.50, -0.20, 0.68], [2.41, -0.43, -0.39], [-0.69, 0.29, -0.21], [-0.58, 0.16, 0.77], [-0.39, -1.75, -0.03], [-0.45, -0.09, 1.12], [-0.21, 0.33, -0.33], [0.29, 0.04, 1.04], [1.43, -0.98, 0.09], [0.28, -0.34, -1.11], [-0.54, 0.50, -0.48], [-0.48, 0.91, -0.57], [0.10, -0.78, 0.50], [-0.35, -1.08, -0.85], [-0.09, -0.06, 0.60]],
  "lowdin_charge": [-0.124, -0.108, -0.052, -0.068, -0.079, -0.287, -0.071, -0.072, -0.063, -0.115, -0.020, -0.299, -0.056, -0.082, 0.083, 0.089, 0.123, 0.083, 0.095, 0.067, 0.101, 0.097, 0.068, 0.110, 0.094, 0.109, 0.112, 0.084, 0.089, 0.093]
}